Record 1
9
Properties=species:S:1:pos:R:3 method="wB97M-V/def2-TZVPD" s_squared=2.008 gap_ev="7.249 / 6.414" largest_force_ha_per_bohr=0.0950 charge=0 homo_energy_ev="-7.6 / -10.5" spin_multiplicity=3 relative_energy_kcal_mol=122.5
N 0.58 0.53 0.98
O -0.57 -1.83 0.82
O 1.42 -1.21 -0.49
P -1.14 0.01 -1.69
S 0.14 -0.82 0.07
H -0.18 1.04 1.53
H 1.16 0.07 1.57
H 0.06 0.60 -2.20
H -1.47 1.61 -0.60



Record 2
9
Properties=species:S:1:pos:R:3 method="wB97M-V/def2-TZVPD" s_squared=2.014 gap_ev="5.346 / 5.855" largest_force_ha_per_bohr=0.0813 charge=0 homo_energy_ev="-4.8 / -9.5" spin_multiplicity=3 relative_energy_kcal_mol=56.3
N 1.13 -0.76 0.68
O -0.35 -0.44 -1.36
O 0.38 1.66 -0.27
P 0.00 0.13 0.09
S -1.95 0.37 0.89
H 1.67 -0.52 1.41
H 0.01 -1.29 -1.29
H 0.77 1.76 -1.21
H -1.66 -0.89 1.06



Record 3
9
Properties=species:S:1:pos:R:3 method="wB97M-V/def2-TZVPD" gap_ev="5.560 / 5.560" largest_force_ha_per_bohr=0.0769 charge=-1 homo_energy_ev="-4.0 / -4.0" relative_energy_kcal_mol=92.5
N -1.44 0.97 0.29
O 2.88 1.22 -0.11
O 0.34 -1.19 0.44
Si -1.07 -0.53 -0.16
S 1.64 -1.13 -0.33
H 2.42 1.99 -0.47
H -1.78 1.11 1.23
H -1.77 -1.59 0.71
H -1.22 -0.84 -1.60



Record 4
8
Properties=species:S:1:pos:R:3 method="wB97M-V/def2-TZVPD" gap_ev=8.552 largest_force_ha_per_bohr=0.0767 charge=-1 homo_energy_ev=-3.8 relative_energy_kcal_mol=21.7
O 0.81 3.01 -0.32
P 0.68 1.47 -0.39
N 0.48 0.29 -1.71
P -0.30 -1.15 -1.33
H 1.74 1.17 0.39
H -0.31 1.28 0.59
H 0.30 -1.73 -0.29
H -1.54 -0.82 -0.70



Record 5
8
Properties=species:S:1:pos:R:3 method="wB97M-V/def2-TZVPD" gap_ev=10.170 largest_force_ha_per_bohr=0.0956 charge=0 homo_energy_ev=-9.3 relative_energy_kcal_mol=10.8
N -1.22 0.48 -0.26
P -0.10 -0.89 0.04
O 1.14 -0.62 -0.97
S 1.04 -0.18 1.71
H -2.15 0.09 0.06
H -0.98 1.23 0.28
H 0.93 -0.89 -1.87
H 1.33 0.78 1.02



Record 6
9
Properties=species:S:1:pos:R:3 method="wB97M-V/def2-TZVPD" gap_ev=7.842 largest_force_ha_per_bohr=0.0789 charge=0 homo_energy_ev=-9.2 relative_energy_kcal_mol=63.2
N -0.47 -0.50 -1.34
O -0.67 -1.24 1.09
P -0.25 -0.12 0.10
S -1.38 1.66 0.96
S 2.37 0.54 0.49
H -0.25 0.21 -2.01
H -0.29 -2.07 0.84
H -1.23 2.27 -0.21
H 2.18 -0.75 0.09



Record 7
8
Properties=species:S:1:pos:R:3 method="wB97M-V/def2-TZVPD" gap_ev="7.113 / 6.864" largest_force_ha_per_bohr=0.1014 charge=0 homo_energy_ev="-8.4 / -8.2" relative_energy_kcal_mol=57.7
N -1.81 0.71 0.22
P -0.97 -0.21 -0.78
P 1.47 -0.58 0.60
P 0.99 0.53 -1.13
H -0.40 -1.20 0.09
H -2.38 0.61 1.27
H 2.35 -1.50 -0.01
H 0.75 1.65 -0.27



Record 8
6
Properties=species:S:1:pos:R:3 method="wB97M-V/def2-TZVPD" gap_ev=11.538 largest_force_ha_per_bohr=0.0305 charge=0 homo_energy_ev=-10.9 relative_energy_kcal_mol=2.9
O -0.31 -0.66 1.36
H -0.04 -0.09 0.61
H -0.72 -1.43 0.94
O 0.25 0.70 -1.16
H 1.19 0.65 -1.03
H 0.04 0.52 -2.11



Record 9
6
Properties=species:S:1:pos:R:3 method="wB97M-V/def2-TZVPD" gap_ev=11.919 largest_force_ha_per_bohr=0.0285 charge=0 homo_energy_ev=-11.3 relative_energy_kcal_mol=3.9
O -1.29 -0.10 -0.04
H -1.39 0.80 -0.42
H -2.23 -0.39 0.06
O 1.95 -0.07 -0.13
H 1.24 -0.70 -0.07
H 1.71 0.46 0.60



Record 10
6
Properties=species:S:1:pos:R:3 method="wB97M-V/def2-TZVPD" gap_ev=11.661 largest_force_ha_per_bohr=0.0415 charge=0 homo_energy_ev=-10.9 relative_energy_kcal_mol=5.1
O -0.44 1.15 -0.38
H -1.10 1.27 0.36
H -0.91 0.66 -1.08
O 0.52 -1.19 0.30
H 1.26 -1.29 0.95
H 0.14 -0.32 0.39



Record 11
6
Properties=species:S:1:pos:R:3 method="wB97M-V/def2-TZVPD" gap_ev=11.765 largest_force_ha_per_bohr=0.0105 charge=0 homo_energy_ev=-11.0 relative_energy_kcal_mol=1.3
O 0.20 0.50 0.99
H 0.58 1.16 0.41
H 0.08 0.97 1.82
O -0.55 -0.79 -1.35
H 0.31 -1.19 -1.48
H -0.61 -0.66 -0.40



Record 12
6
Properties=species:S:1:pos:R:3 method="wB97M-V/def2-TZVPD" gap_ev=11.567 largest_force_ha_per_bohr=0.0360 charge=0 homo_energy_ev=-10.9 relative_energy_kcal_mol=3.6
O -1.49 -0.19 -0.14
H -1.96 0.62 -0.05
H -0.55 -0.06 -0.20
O 1.20 -0.08 -0.26
H 1.15 -0.87 0.33
H 1.65 0.58 0.32